Entry 1:
Formula: C4H9NO2
Source: the Open Molecules 2025 dataset
Level of theory: the ωB97M-V functional and the def2-TZVPD basis

Output
lowest unoccupied orbital energy = 0.0310 hartree
energy relative to the best compared isomer or geometry (same formula, charge and spin) = 61.5 kcal per mole
HOMO = -10.23 eV
E = -9877.3926 eV
total charge = 0

The geometry in XYZ format:
```
16
C4H9NO2 the ωB97M-V functional and the def2-TZVPD basis
C 1.88 -0.43 -1.58
N 1.98 0.50 -0.51
C 1.96 1.23 0.40
O -0.44 0.67 1.88
C -1.29 0.82 0.76
C -1.73 -0.57 0.33
O -0.60 -1.40 0.16
H 1.04 -1.10 -1.36
H 1.71 0.10 -2.51
H 2.81 -1.00 -1.65
H 0.38 1.17 1.72
H -2.17 1.44 1.02
H -0.76 1.31 -0.07
H -2.41 -1.00 1.08
H -2.26 -0.53 -0.63
H -0.07 -1.21 0.96
```



Entry 2:
Formula: C4H9NO2
Source: the Open Molecules 2025 dataset
Level of theory: the ωB97M-V functional and the def2-TZVPD basis

Output
lowest unoccupied orbital energy = 0.0288 hartree
energy relative to the best compared isomer or geometry (same formula, charge and spin) = 36.3 kcal per mole
HOMO = -9.04 eV
E = -9878.4851 eV
total charge = 0

The geometry in XYZ format:
```
16
C4H9NO2 the ωB97M-V functional and the def2-TZVPD basis
C 1.62 0.75 1.78
N 0.81 1.28 0.69
C -0.17 0.38 0.16
C 0.36 -0.61 -0.89
O 1.53 -0.84 -1.03
O -0.55 -1.23 -1.67
C -1.95 -1.02 -1.51
H 0.98 0.58 2.66
H 2.35 1.51 2.06
H 2.15 -0.18 1.54
H 1.42 1.59 -0.06
H -0.99 0.95 -0.28
H -0.60 -0.21 0.97
H -2.44 -1.97 -1.72
H -2.30 -0.27 -2.22
H -2.23 -0.72 -0.49
```



Entry 3:
Formula: C4H9NO2
Source: the Open Molecules 2025 dataset
Level of theory: the ωB97M-V functional and the def2-TZVPD basis

Output
lowest unoccupied orbital energy = 0.0219 hartree
energy relative to the best compared isomer or geometry (same formula, charge and spin) = 69.9 kcal per mole
HOMO = -8.90 eV
E = -9877.0316 eV
total charge = 0

The geometry in XYZ format:
```
16
C4H9NO2 the ωB97M-V functional and the def2-TZVPD basis
C -0.89 0.85 -0.29
N 0.14 -0.07 -0.63
C 0.13 -0.27 -2.09
C 0.68 -1.22 0.16
C 0.33 -1.00 1.67
O 0.60 0.35 2.01
O -1.21 1.71 -1.10
H -1.41 0.41 0.62
H -0.87 -0.06 -2.55
H 0.58 -1.27 -2.29
H 0.74 0.64 -2.55
H 0.33 -2.29 -0.09
H 1.86 -1.07 0.10
H 1.12 -1.71 2.14
H -0.63 -1.37 1.95
H 0.67 0.49 3.04
```



Entry 4:
Formula: C4H9NO2
Source: the Open Molecules 2025 dataset
Level of theory: the ωB97M-V functional and the def2-TZVPD basis

Output
lowest unoccupied orbital energy = 0.0248 hartree
energy relative to the best compared isomer or geometry (same formula, charge and spin) = 41.6 kcal per mole
HOMO = -10.24 eV
E = -9878.2557 eV
total charge = 0

The geometry in XYZ format:
```
16
C4H9NO2 the ωB97M-V functional and the def2-TZVPD basis
C -2.42 -0.13 -0.41
C -1.13 0.28 0.56
N 0.06 -0.18 -0.11
C 1.29 0.28 0.57
C 2.55 -0.15 -0.15
O 2.24 -0.50 -1.42
O 3.69 -0.21 0.36
H -2.09 0.24 -1.43
H -2.53 -1.18 -0.41
H -3.35 0.30 -0.14
H -1.05 1.36 0.73
H -1.30 -0.09 1.60
H 0.08 -1.11 -0.20
H 1.38 -0.10 1.57
H 1.25 1.37 0.33
H 1.32 -0.18 -1.44
```